[1]
12
Properties=species:S:1:pos:R:3:forces:R:3:mulliken_charge:R:1 method="wB97M-V/def2-TZVPD" homo_lumo_gap_ev=9.11 e_tot_ha=-1134.880246 smiles="O=C(NO)N(S)C=S" lumo_ev=-0.0501 homo_ev=-9.2
S -2.3281 -1.0432 -0.2839 1.352 -0.627 0.037 -0.3448
S 1.8737 -1.2342 0.5461 0.329 -1.105 -0.690 -0.1670
O -0.9986 1.3390 1.2180 -1.375 0.517 -1.426 -0.3764
O 1.3998 0.9364 -1.1755 1.711 0.430 -1.343 -0.5246
N 0.3263 -0.6749 0.0573 0.928 1.197 0.051 0.0007
N -0.2714 1.6687 0.0409 -1.844 3.430 2.408 -0.1116
C 0.5447 0.7464 -0.3848 -0.544 -2.123 -0.644 0.3777
C -0.7380 -1.5043 -0.0750 0.117 -0.874 -0.269 0.0764
H -0.3115 -2.5977 -0.0721 -1.338 1.888 0.192 0.2755
H -1.9271 1.1283 0.8541 1.759 0.110 0.680 0.3166
H 2.4454 -1.5025 -0.6977 -0.559 0.334 0.936 0.1749
H -0.0154 2.7380 -0.0273 -0.537 -3.177 0.068 0.3026

---

[2]
85
Properties=species:S:1:pos:R:3:forces:R:3:mulliken_charge:R:1 method="wB97M-V/def2-TZVPD" homo_lumo_gap_ev="4.57 / 5.17" e_tot_ha=-3768.334374 multiplicity=2 s2=0.943 lumo_ev="-0.6995 / -0.5367" homo_ev="-5.3 / -5.7"
Cr 0.4543 -0.2612 -0.5365 0.324 0.514 -0.590 -0.1243
S -1.2749 -1.0344 2.0025 0.015 -0.294 -0.626 1.0006
O 5.3141 0.6957 2.1834 -0.033 -0.438 0.025 -0.6252
O -1.3840 -2.3628 2.5450 -0.269 0.010 0.226 -0.8174
O -0.8863 2.1976 2.2142 0.296 0.273 -0.352 -0.7915
O 5.7997 -1.4563 2.5672 -0.753 0.694 -0.291 -0.6390
O -0.1387 -0.2762 2.5063 -0.212 0.212 0.442 -0.7430
O 0.9787 1.3972 0.8584 1.767 -0.313 -0.044 0.5393
O 1.1139 1.7559 3.2787 0.660 0.006 -0.214 -0.7739
O 3.1689 2.0457 1.1903 -1.232 -1.628 -0.321 -0.9279
N 1.6851 -1.1816 0.6861 0.903 0.611 0.310 0.9623
N -1.1275 -1.0067 0.3996 -0.375 0.123 1.524 1.6585
N -0.0170 1.4665 -2.6989 0.023 -0.131 0.223 0.4948
N 3.2913 -2.3031 1.6548 0.611 1.245 0.198 -0.0703
N 1.9396 1.6121 -3.9669 -0.066 -0.012 -0.080 0.2525
N 1.8897 0.6257 -1.8151 0.073 0.181 -0.189 0.8778
N -0.1124 -1.5655 -1.8667 0.127 -0.688 -0.768 0.3393
C -1.0173 2.4338 3.5577 0.402 -0.057 0.476 0.7483
C -3.6136 -0.4670 3.4054 0.100 -0.176 0.078 -0.5408
C -3.1503 0.8317 1.4336 -0.108 0.129 -0.177 0.1942
C -5.1933 1.1702 2.6328 -0.049 0.016 0.065 -0.5822
C -3.0567 -2.5088 0.0551 0.446 0.285 -0.090 -0.7865
C -0.1226 -2.7345 -3.9789 -0.632 -0.511 -0.195 -0.8397
C -1.8683 -1.8986 -0.3313 -0.859 -0.378 -0.029 0.4674
C -0.1138 2.6690 -4.7599 0.032 -0.281 0.045 -0.8294
C -3.6747 -3.4115 -0.8040 0.038 -0.247 -0.482 -1.1035
C -1.3347 -3.3454 -3.7208 0.475 0.317 0.090 -1.2396
C -0.7607 2.7562 6.2730 -0.076 -0.024 0.033 -0.5991
C 1.3183 1.2099 -2.8277 0.173 -0.086 0.375 -0.1831
C -1.9505 -3.0926 -2.4731 0.130 0.169 0.159 1.2723
C 2.6331 -0.2644 1.1094 1.118 -2.849 0.780 -0.8032
C -2.1211 2.8533 4.2650 0.122 -0.099 -0.303 -1.0477
C 0.4564 -1.8903 -3.0426 0.175 0.396 0.445 -0.7086
C 2.0856 -2.3779 1.0519 -0.217 -0.176 -0.147 -0.2144
C 2.3696 1.1165 1.0506 -0.015 2.980 -0.081 1.2506
C 1.3155 -3.6250 0.8269 0.062 0.008 0.123 -1.1003
C 0.2000 2.1618 4.1981 -0.767 0.319 0.193 0.5946
C 3.8728 0.2969 -3.2551 -0.137 0.198 0.221 -0.6705
C 5.0073 -0.6071 2.1887 1.441 0.003 0.590 0.4533
C -4.3506 1.5025 1.5841 0.056 -0.055 -0.039 -0.7788
C -1.9681 3.0013 5.6400 -0.036 0.125 0.154 -0.6670
C 3.3343 0.4790 -1.8382 0.116 -0.003 -0.194 -0.9488
C -0.8754 1.7356 -3.8257 -0.158 0.049 -0.239 -0.5848
C -4.8276 0.1887 3.5398 0.073 -0.057 0.069 -0.6892
C -1.3087 -2.1879 -1.5964 -0.441 -0.211 -0.067 -1.1405
C 1.1870 1.9818 -5.1497 -0.276 0.235 -0.140 -0.7250
C -3.1425 -3.7025 -2.0407 -0.269 -0.085 0.128 -0.8755
C -2.7916 -0.1440 2.3439 0.359 -0.197 -0.241 0.1756
C 3.6969 -0.9781 1.6980 -1.783 -0.049 -0.823 0.8836
C 0.3512 2.3216 5.5592 0.166 -0.131 -0.391 -0.9832
C 3.3734 1.4396 -4.1261 0.258 -0.191 0.155 -0.8116
B 0.3907 1.6238 2.0925 -1.095 0.086 0.868 1.1295
H 0.5653 -3.4428 0.0619 -0.003 0.013 -0.054 -0.0426
H 4.9616 0.2794 -3.2413 0.031 -0.022 -0.060 0.4365
H 3.8517 -3.0338 2.0676 -0.062 -0.095 -0.110 0.2726
H 0.9674 1.0876 -5.7547 0.068 0.130 0.003 0.2878
H -1.8011 -4.0156 -4.4258 -0.016 -0.069 -0.105 0.4301
H -3.0626 3.0471 3.7749 -0.078 0.001 -0.063 0.5253
H -6.1398 1.6764 2.7449 -0.116 0.050 0.005 0.3913
H 4.5876 1.2734 1.8406 0.036 -0.185 0.012 0.3771
H -4.5855 -3.8985 -0.4858 -0.072 -0.027 -0.012 0.4254
H -0.4168 1.1809 -1.8029 -0.170 0.512 -0.438 -0.2628
H -2.8116 3.3237 6.2305 -0.112 0.046 0.044 0.4094
H -1.7939 2.2024 -3.4659 0.064 -0.062 -0.006 0.3842
H 0.1123 3.5954 -4.2308 -0.040 0.067 -0.034 0.3206
H 3.5854 1.2326 -5.1792 -0.065 0.065 0.080 0.5276
H 3.5171 -0.6542 -3.6548 0.027 -0.041 -0.056 0.2523
H -3.6253 -4.4161 -2.6911 -0.083 -0.064 -0.081 0.4137
H 1.2905 2.0971 6.0389 0.109 0.023 0.058 0.5032
H 1.8076 2.6527 -5.7497 -0.045 -0.067 0.044 0.4976
H 1.4312 -1.4622 -3.2217 0.019 0.085 -0.043 0.4565
H 3.8800 2.3736 -3.8531 0.032 -0.075 -0.078 0.2727
H 0.7926 -3.9050 1.7410 -0.064 -0.031 0.033 0.2552
H 1.9654 -4.4427 0.5220 0.026 -0.057 -0.031 0.5241
H 3.5899 -0.3914 -1.2317 0.075 0.063 -0.034 0.0700
H -3.4844 -2.2922 1.0212 -0.066 -0.078 0.011 0.5036
H -5.4872 -0.0841 4.3484 -0.082 0.034 0.107 0.4578
H -1.1382 0.8073 -4.3540 -0.075 0.112 0.030 0.3055
H -2.4718 1.0534 0.6243 -0.133 0.050 -0.097 0.1056
H -4.6303 2.2681 0.8759 -0.040 0.066 -0.045 0.4386
H -3.3086 -1.2380 4.0965 -0.024 -0.103 0.074 0.5061
H -0.6835 2.9003 7.3410 0.009 -0.030 0.054 0.3960
H 0.3986 -2.9184 -4.9074 0.053 -0.014 -0.049 0.5021
H -0.7002 2.8980 -5.6483 -0.017 -0.013 -0.015 0.4013
H 3.7913 1.3594 -1.3694 0.132 -0.099 -0.025 0.3266

---

[3]
57
Properties=species:S:1:pos:R:3:forces:R:3:mulliken_charge:R:1 method="wB97M-V/def2-TZVPD" homo_lumo_gap_ev="7.13 / 7.01" e_tot_ha=-13127.700884 multiplicity=4 s2=3.770 lumo_ev="-0.4254 / -0.6147" homo_ev="-7.6 / -7.6"
Br 1.2030 4.1789 -0.5021 -0.154 -0.056 -0.028 -0.2062
Br -4.4993 -3.3639 0.2567 -0.081 0.069 0.019 -0.1599
Br -7.4076 1.4811 0.6218 0.054 -0.015 -0.017 -0.2332
Br 6.6012 2.9633 0.1311 -0.050 -0.023 0.015 -0.2518
Cr -0.5743 -0.1918 0.3313 0.442 -0.389 -0.189 0.4101
P 0.0798 -1.2383 -2.6118 0.050 0.135 -0.169 1.4291
O 0.7692 1.2559 0.4920 0.410 0.149 0.157 -0.2518
O 0.9470 -3.5695 1.7649 -0.044 0.241 -0.162 -0.7444
O -0.5599 -0.1944 -1.7088 0.041 -0.110 0.665 -0.6540
O -2.1244 -1.4075 0.2993 -0.099 0.191 0.080 -0.2444
O 0.4545 -1.8129 0.4458 0.155 0.094 -0.383 -0.1826
N -2.1010 1.1982 0.3824 -0.558 0.289 0.036 0.5823
N 2.7476 -0.3578 1.6249 -0.282 -0.274 0.088 -0.1209
N -0.5812 -0.4747 2.4628 0.106 -0.126 -0.317 -0.3033
N 0.0555 -1.7099 2.6708 0.048 -0.042 -0.243 -0.2381
C -0.3031 -0.7596 -4.3041 0.044 -0.039 0.119 -1.2575
C 4.7941 2.4103 0.3375 0.168 0.138 -0.056 -0.0945
C 3.8054 3.2691 -0.0188 0.065 0.044 -0.013 -0.4874
C 5.4415 0.2106 1.3125 -0.001 -0.054 0.031 -0.8366
C -5.7384 0.5855 0.4975 -0.220 -0.021 0.015 0.0067
C -4.5118 -1.4786 0.3611 0.283 -0.132 -0.031 -0.3484
C -5.7240 -0.7808 0.4414 -0.005 0.073 -0.021 -0.4042
C 3.6631 -1.1848 2.0622 -0.139 0.034 -0.050 -0.2255
C 3.1091 0.7799 1.0000 -0.025 0.064 0.052 0.1039
C 2.0309 1.6250 0.5082 -0.047 0.212 -0.228 -0.0875
C 5.0414 -0.9549 1.8981 0.060 0.020 0.013 -0.8826
C 4.4784 1.1450 0.8719 -0.188 -0.182 0.020 1.0674
C -0.5137 -2.9131 -2.3743 0.014 0.137 0.038 -1.0879
C 1.8652 -1.2436 -2.4231 -0.131 -0.022 0.102 -1.1236
C 2.4606 2.8838 0.0744 -0.426 -0.434 -0.010 -0.0255
C -3.1896 3.3122 0.4829 -0.141 0.086 0.024 -0.9683
C 0.5121 -2.4493 1.5703 0.112 -0.048 0.447 0.4704
C -4.5370 1.3267 0.4726 0.175 -0.034 0.013 0.4019
C -3.3312 0.5997 0.4045 -0.052 -0.029 -0.019 0.4419
C -4.4278 2.7336 0.5190 0.112 0.034 -0.009 -0.6749
C -2.0422 2.5083 0.4101 0.158 0.027 0.038 0.1143
C -3.2885 -0.8249 0.3496 -0.003 -0.119 -0.007 0.4508
H 2.2046 -0.2066 -2.4496 0.037 -0.033 -0.028 0.2857
H 0.1183 -1.4563 -5.0295 -0.009 0.014 0.038 0.3861
H 2.0840 -1.6652 -1.4402 0.046 0.020 0.000 0.1778
H -1.3882 -0.7285 -4.4085 0.027 -0.004 -0.036 0.3509
H -0.3030 -3.1927 -1.3440 -0.005 -0.051 0.060 0.1761
H 4.0465 4.2536 -0.3939 -0.023 -0.007 -0.011 0.4185
H -6.6530 -1.3332 0.4575 0.013 -0.013 -0.001 0.4292
H -1.0552 2.9377 0.3775 0.197 0.050 0.009 -0.0749
H 2.3616 -1.8240 -3.2016 -0.043 0.008 0.015 0.4595
H 3.3016 -2.0822 2.5591 0.042 0.042 -0.034 0.4325
H 5.7623 -1.6809 2.2507 -0.027 0.007 -0.018 0.3967
H -0.0781 -2.1892 3.5401 -0.076 -0.081 0.141 0.2304
H -0.0777 0.2579 2.9481 0.205 0.172 -0.063 0.3372
H 6.4915 0.4365 1.1841 -0.015 0.018 0.028 0.3253
H 0.0009 -3.5907 -3.0586 -0.026 0.036 0.003 0.4472
H -1.5334 -0.5012 2.8085 -0.185 -0.054 -0.054 0.3506
H 0.0965 0.2404 -4.4742 -0.011 -0.019 -0.034 0.3504
H -5.3240 3.3356 0.5823 0.002 0.003 -0.004 0.3316
H -3.0699 4.3861 0.5218 -0.020 -0.021 -0.031 0.4797
H -1.5900 -2.9538 -2.5439 0.020 0.019 0.000 0.3253

---

[4]
90
Properties=species:S:1:pos:R:3:forces:R:3:mulliken_charge:R:1 method="wB97M-V/def2-TZVPD" homo_lumo_gap_ev="7.10 / 7.23" e_tot_ha=-5796.660517 multiplicity=3 s2=2.056 lumo_ev="-6.2036 / -6.0504" total_charge=+2 homo_ev="-13.3 / -13.3"
Sb -1.3803 -0.4768 -1.1977 0.143 -0.362 0.032 0.4731
Sb -0.1368 -2.7730 -0.1359 -0.173 -0.256 -0.322 0.8664
As 1.2704 2.5880 -0.5088 -0.087 -0.216 -0.082 1.2752
V 0.6218 0.4466 0.6687 0.024 0.358 0.455 0.3879
S 2.7593 -0.1498 0.3715 -0.141 0.012 -0.062 -0.1952
C 0.0306 6.5827 -0.7474 0.001 -0.016 -0.032 -0.7439
C 3.9785 3.6458 -0.5217 -0.015 -0.005 0.019 -0.3180
C 2.9116 -3.2318 2.9239 0.022 -0.006 -0.049 -0.6745
C -1.6011 -4.2633 0.0085 0.184 -0.003 0.158 0.7994
C 1.7437 1.6981 -4.5947 0.009 -0.003 0.000 -0.6534
C -0.0389 6.9426 0.5900 -0.001 0.015 0.016 -0.4915
C 5.1212 1.1946 0.1316 -0.013 -0.058 0.019 -0.6729
C 0.4025 5.2933 -1.1039 0.059 -0.015 0.026 -0.1734
C -0.6005 -1.3799 -3.0147 -0.023 0.168 0.021 -1.2601
C 0.4505 1.1534 2.4906 0.203 0.010 -0.045 1.1070
C 0.3093 -2.2458 2.7945 0.059 0.035 0.004 -0.1292
C -1.7814 -4.9189 1.2214 -0.030 0.002 -0.024 -0.5979
C 5.3570 3.5323 -0.4106 -0.017 -0.003 -0.002 -0.7786
C 0.9811 2.3420 -2.4064 -0.047 0.004 0.005 0.1587
C -5.3671 -2.0942 -1.9302 0.004 -0.002 -0.043 -0.6785
C -5.8142 -2.4498 -0.6665 -0.038 -0.014 -0.009 -0.5653
C 2.2498 -3.2232 1.7072 -0.016 0.021 0.062 -0.9136
C 3.7392 1.3049 0.0299 0.001 0.030 -0.035 0.8526
C 0.2613 6.0192 1.5835 -0.001 0.010 0.004 -0.7725
C 0.6987 4.3710 -0.1064 0.014 0.018 0.094 0.2184
C 0.6274 4.7282 1.2394 -0.039 -0.020 -0.048 -0.4061
C -3.3876 -5.5147 -0.9769 -0.006 0.014 -0.038 -0.6863
C 1.0049 -3.0618 -1.9191 -0.017 0.035 0.101 -0.9728
C -5.0141 -2.2376 0.4480 0.048 0.008 0.038 -0.6293
C -2.7787 -5.8789 1.3272 0.021 0.010 0.028 -0.7217
C 2.2834 -2.7471 4.0653 0.000 0.002 0.026 -0.6749
C -0.5767 2.2331 -4.2442 -0.013 0.015 0.005 -0.9204
C -4.1076 -1.5310 -2.0911 0.029 -0.064 0.025 -0.6755
C -0.9396 1.8982 4.7647 -0.045 0.012 0.012 -0.6568
C 1.1540 1.4031 3.6636 -0.042 -0.010 0.024 -0.3303
C 0.4495 1.7794 4.7965 0.029 -0.001 0.024 -0.7490
C -3.3057 -1.3338 -0.9733 0.121 0.189 0.033 0.6102
C 3.1744 2.5343 -0.3074 -0.007 0.045 -0.077 -0.9304
C -0.9300 1.2901 2.4568 0.031 -0.058 -0.125 -0.1997
C -3.7573 -1.6720 0.2996 -0.064 0.016 -0.048 -0.2149
C -2.3974 -4.5533 -1.0946 -0.008 -0.009 0.006 -0.4699
C 0.8464 -1.8262 -2.8046 0.053 -0.009 -0.008 -0.1147
C -0.3172 2.4764 -2.9035 0.038 0.031 0.006 -0.3492
C 5.9219 2.3059 -0.0898 0.008 0.017 -0.005 -0.6570
C 2.0117 1.9542 -3.2539 -0.019 -0.032 0.030 -0.5852
C 0.9479 -2.7308 1.6541 -0.115 0.064 -0.132 0.6101
C 0.9888 -2.2549 4.0052 -0.037 0.029 0.003 -0.6938
C 0.4552 1.8362 -5.0884 -0.015 0.005 -0.015 -0.5297
C -1.6437 1.6544 3.5971 -0.006 0.008 -0.040 -0.9308
C -3.5784 -6.1712 0.2324 -0.022 -0.024 0.014 -0.5963
H 5.5663 0.2433 0.3923 0.008 0.003 0.002 0.5261
H -2.7192 1.7668 3.5650 -0.002 0.004 0.009 0.4840
H -2.2610 -4.0400 -2.0392 0.003 -0.003 -0.008 0.2387
H 2.7493 -3.5894 0.8194 0.001 -0.015 -0.001 0.4207
H -3.7631 -1.2602 -3.0824 -0.023 0.006 -0.013 0.4096
H 5.9862 4.3961 -0.5748 0.004 0.002 0.000 0.4367
H 2.8093 -2.7569 5.0106 0.004 -0.003 0.000 0.4441
H -5.3684 -2.5129 1.4324 -0.001 0.000 0.002 0.4679
H 2.2312 1.2983 3.6950 -0.004 0.001 -0.012 0.4807
H 0.9805 1.9805 5.7181 -0.001 0.002 0.003 0.4973
H -1.1169 2.8149 -2.2508 -0.009 -0.014 -0.021 0.6952
H 3.0230 1.8606 -2.8761 0.002 -0.003 -0.011 0.4077
H -1.1506 -4.6965 2.0742 -0.010 -0.009 0.008 0.4179
H 3.5242 4.5981 -0.7698 0.022 0.004 0.000 0.5290
H -1.4734 2.1936 5.6579 0.003 -0.002 0.007 0.4474
H 0.4714 5.0176 -2.1488 -0.008 0.022 0.002 0.4094
H 6.9959 2.2117 -0.0037 0.004 0.001 0.000 0.4064
H 1.2867 -2.0508 -3.7802 -0.033 0.012 -0.012 0.6636
H -5.9994 -2.2510 -2.7938 0.001 0.001 -0.004 0.4314
H -4.0091 -5.7533 -1.8295 -0.004 -0.002 0.001 0.4636
H 2.5479 1.4078 -5.2578 0.010 0.001 0.007 0.4604
H 0.2088 6.3066 2.6249 0.000 -0.004 0.003 0.4357
H -0.6614 -0.6100 -3.7830 0.019 -0.005 -0.009 0.6484
H -1.4939 1.1457 1.5177 0.006 0.007 0.014 0.4572
H 1.4349 -1.0004 -2.3916 0.014 -0.026 -0.023 -0.2231
H -0.3264 7.9497 0.8603 -0.001 0.002 0.005 0.3997
H -0.1986 7.3080 -1.5164 0.001 -0.002 -0.006 0.4325
H -1.2579 -2.2056 -3.2918 -0.022 0.017 0.004 0.6252
H -4.3523 -6.9221 0.3187 -0.003 -0.001 -0.003 0.4267
H 0.2560 1.6544 -6.1362 -0.003 0.002 -0.004 0.4392
H 0.5914 -3.9635 -2.3734 0.015 0.021 -0.045 0.5743
H 0.5040 -1.8772 4.8953 0.004 0.005 0.004 0.4863
H -2.9246 -6.4012 2.2631 -0.003 -0.003 -0.001 0.4520
H -6.7955 -2.8890 -0.5469 -0.002 0.000 -0.005 0.4394
H 2.0481 -3.2448 -1.6666 -0.014 -0.015 0.036 0.5724
H -1.5766 2.3723 -4.6353 -0.001 -0.003 -0.004 0.4762
H -0.7051 -1.8616 2.7542 -0.009 -0.031 0.007 0.5019
H 0.8575 4.0020 2.0116 -0.006 0.020 0.014 0.3600
H -3.1372 -1.5119 1.1761 -0.006 0.010 0.003 0.2499
H 3.9205 -3.6174 2.9816 0.002 0.002 0.005 0.4625

---

[5]
21
Properties=species:S:1:pos:R:3:forces:R:3:mulliken_charge:R:1 method="wB97M-V/def2-TZVPD" homo_lumo_gap_ev=6.09 e_tot_ha=-461.583761 lumo_ev=-2.9864 homo_ev=-9.1
Sn -2.5273 -0.5232 -0.4371 2.826 -2.473 2.652 1.0328
O -0.1791 1.1015 -1.2767 0.418 1.488 0.131 -0.4748
C 1.9052 1.3335 -0.1463 -0.457 -0.112 0.202 -0.9311
C 1.1518 3.0272 -1.9270 -1.387 0.192 0.379 -1.0654
C 0.8479 1.7796 -1.1149 -0.020 -2.102 -0.562 0.6358
B 0.2153 -2.2738 -0.1315 -0.454 1.422 -0.523 0.2483
B -2.4514 -1.8388 2.3556 0.747 0.775 -0.789 0.3044
H 1.4814 2.9222 -2.9607 0.290 -0.621 0.215 0.3005
H -1.4791 -1.3966 2.5086 3.560 1.902 0.506 -0.1708
H -3.2063 -1.0876 2.1822 -3.686 3.812 -0.714 -0.3056
H 0.1532 3.4524 -2.0271 0.030 0.547 -0.065 0.3274
H 0.3687 -1.6938 -1.0283 1.017 2.281 -3.917 -0.2058
H 2.1435 2.2134 0.4513 0.478 -0.193 0.153 0.3811
H 1.7994 3.7173 -1.3861 0.019 -0.143 -0.108 0.3242
H 0.2018 -1.5568 0.6747 -0.139 2.862 3.431 -0.2801
H 2.7704 0.9544 -0.6903 0.212 0.490 -0.214 0.2902
H -2.3374 -2.4555 1.4776 0.316 -2.855 -3.941 -0.1844
H 1.0090 -2.9902 0.0135 2.664 -2.940 0.461 -0.1031
H -2.7175 -2.4304 3.2179 -1.526 -2.206 2.925 -0.0972
H -0.7558 -2.7360 -0.2191 -4.497 -2.346 -0.266 -0.2864
H 1.6066 0.4812 0.4639 -0.412 0.220 0.042 0.2599